No. 1
DFT (ωB97M-V with the def2-TZVPD basis set) results for a molecular structure, C32H39N3O2Sr.

Geometry as XYZ:
```
77
Properties=species:S:1:pos:R:3:forces:R:3:mulliken_charge:R:1
Sr -0.097 -1.769 -0.636 -1.805 -0.069 -1.285 0.42
C 1.585 -5.254 3.180 -0.031 -0.015 -0.015 -1.72
C 0.472 -4.515 2.437 0.075 0.113 -0.080 1.65
C -0.623 -5.478 1.985 -0.083 -0.043 -0.019 -1.66
C -0.095 -3.381 3.266 -0.023 -0.045 0.070 1.24
C -0.769 -3.686 4.444 0.014 0.019 0.008 -0.09
C -1.350 -2.699 5.223 -0.021 -0.012 0.033 -1.65
C -1.267 -1.380 4.810 0.007 0.024 0.022 -0.02
C -0.601 -1.035 3.641 -0.066 -0.001 0.051 0.97
C -0.529 0.417 3.215 0.049 0.018 -0.038 0.87
C -1.917 1.032 3.045 0.005 0.015 0.014 -1.40
C 0.322 1.233 4.190 -0.013 0.012 -0.035 -1.55
C 0.002 -2.039 2.864 -0.005 0.058 -0.046 -1.55
N 0.606 -1.644 1.659 0.646 -0.050 0.336 -0.09
C 1.927 -1.810 1.528 -0.327 -0.149 0.149 0.51
O 2.702 -2.372 2.316 0.200 0.142 0.118 -0.76
C 2.509 -1.262 0.228 0.312 0.324 -0.500 0.83
C 3.757 -1.702 -0.180 0.071 -0.095 0.399 -1.15
C 4.331 -1.160 -1.316 0.225 0.131 -0.179 -0.41
C 3.619 -0.221 -2.049 0.132 -0.135 -0.044 -0.59
C 2.352 0.138 -1.624 -0.349 -0.167 -0.094 0.45
N 1.812 -0.352 -0.499 1.072 0.145 0.831 -0.58
C 1.533 1.120 -2.454 0.122 -0.063 0.323 -0.28
O 2.123 1.648 -3.420 -0.012 0.096 -0.150 -0.86
N 0.305 1.310 -2.008 -0.076 -0.031 -0.225 0.07
C -0.412 2.322 -2.662 0.002 -0.111 0.004 -1.25
C -0.039 3.676 -2.551 0.029 -0.004 0.016 0.75
C -0.775 4.648 -3.216 -0.005 0.074 -0.016 -0.01
C -1.880 4.323 -3.986 0.023 0.054 0.004 -1.51
C -2.269 2.996 -4.063 -0.052 -0.015 0.070 -0.05
C -1.566 1.998 -3.400 -0.041 -0.001 -0.034 0.60
C -2.004 0.556 -3.504 0.149 -0.079 0.084 2.15
C -1.318 -0.126 -4.689 0.056 -0.013 0.010 -1.44
C -3.514 0.370 -3.565 -0.052 0.002 -0.098 -1.95
C 1.145 4.103 -1.707 0.007 -0.078 0.086 0.80
C 0.716 5.052 -0.585 0.026 0.021 -0.004 -1.60
C 2.250 4.727 -2.558 -0.004 0.007 0.014 -1.53
H 1.988 -6.057 2.557 0.012 -0.006 -0.020 0.42
H 1.210 -5.702 4.104 -0.015 -0.013 0.029 0.31
H 2.388 -4.559 3.417 0.041 0.034 0.033 0.36
H 0.921 -4.079 1.542 -0.006 -0.048 0.006 -0.22
H -1.082 -5.988 2.837 -0.002 -0.012 0.046 0.30
H -0.208 -6.239 1.322 0.007 -0.010 -0.030 0.43
H -1.415 -4.953 1.447 0.010 0.012 -0.015 0.29
H -0.843 -4.723 4.752 -0.008 -0.011 0.019 0.29
H -1.874 -2.957 6.137 0.002 -0.007 -0.002 0.34
H -1.729 -0.598 5.404 -0.016 0.002 0.030 0.30
H -0.033 0.437 2.244 -0.018 0.011 0.019 0.05
H -2.444 1.101 4.001 -0.022 -0.013 0.033 0.31
H -2.526 0.439 2.363 -0.007 -0.023 -0.034 0.24
H -1.837 2.041 2.635 0.004 0.033 -0.009 0.40
H -0.111 1.223 5.194 -0.017 -0.001 0.034 0.29
H 0.390 2.273 3.862 0.002 0.024 -0.010 0.45
H 1.333 0.829 4.255 0.016 -0.029 0.002 0.36
H 4.257 -2.437 0.436 0.007 0.013 -0.017 0.45
H 5.309 -1.491 -1.648 -0.050 0.020 0.024 0.34
H 3.994 0.230 -2.958 -0.016 0.003 0.030 0.47
H -0.467 5.686 -3.131 -0.025 0.009 -0.019 0.26
H -2.434 5.095 -4.508 -0.005 -0.004 -0.002 0.34
H -3.143 2.725 -4.643 -0.036 0.013 -0.023 0.23
H -1.658 0.057 -2.598 -0.066 0.039 0.023 -0.42
H -1.625 0.340 -5.630 -0.023 0.029 -0.031 0.28
H -1.582 -1.185 -4.729 0.002 -0.054 -0.003 0.36
H -0.233 -0.039 -4.610 0.018 0.004 0.005 0.35
H -3.911 0.616 -4.556 -0.023 0.002 -0.015 0.39
H -4.019 0.997 -2.832 -0.017 0.009 0.070 0.42
H -3.762 -0.667 -3.341 -0.009 -0.037 -0.004 0.43
H 1.545 3.205 -1.236 0.002 0.051 -0.020 0.16
H 0.304 5.982 -0.985 -0.009 0.027 -0.020 0.29
H 1.572 5.312 0.045 0.011 -0.004 0.006 0.45
H -0.045 4.595 0.046 -0.032 -0.037 0.011 0.35
H 1.894 5.636 -3.051 -0.013 0.045 -0.024 0.30
H 2.577 4.016 -3.314 -0.004 -0.024 -0.020 0.35
H 3.105 5.000 -1.933 0.041 0.000 0.013 0.42
C -2.710 -1.790 -0.438 0.195 -0.459 0.307 -1.19
H -3.413 -2.649 -0.455 -0.072 0.199 -0.182 0.22
H -2.730 -1.506 0.641 -0.113 0.134 -0.017 0.22
```
Forces are in eV/Å.

Values from the calculation:
F_max: 2.22 eV/A
DFT total energy: -43217.736 eV
total charge: -2
gap between HOMO and LUMO (spin up / spin down): 2.90 / 6.26 eV
HOMO energy (spin up / spin down): 1.73 / -1.65 eV
lowest unoccupied orbital energy (spin up / spin down): 4.6 / 4.6 eV

=====

No. 2
DFT (ωB97M-V with the def2-TZVPD basis set) results for a molecular structure, C32H39N4NaOSb2.

Geometry as XYZ:
```
79
Properties=species:S:1:pos:R:3:forces:R:3:mulliken_charge:R:1
Na 0.168 -0.622 0.358 0.315 -0.023 0.342 1.09
C 0.044 1.272 2.631 -0.098 -0.076 -0.137 -1.48
C 0.548 2.155 1.487 0.156 -0.026 0.064 0.77
C 2.072 2.253 1.444 0.149 0.022 -0.120 -1.65
Sb 2.992 0.487 0.565 0.355 0.149 0.082 0.84
C 5.023 0.878 1.087 -0.495 -0.032 -0.137 0.16
C 5.509 2.181 1.017 0.046 -0.018 0.034 0.03
C 6.834 2.438 1.336 -0.022 0.076 -0.018 -0.71
C 7.670 1.400 1.723 0.015 -0.017 0.018 -0.47
C 7.184 0.104 1.797 0.010 -0.044 0.014 -0.55
C 5.858 -0.161 1.480 -0.016 -0.024 -0.013 -0.65
C 2.972 1.209 -1.454 0.112 -0.039 0.308 0.36
C 1.759 1.343 -2.126 0.078 0.006 -0.012 -0.07
C 1.719 1.824 -3.427 -0.106 -0.002 -0.015 -0.82
C 2.899 2.162 -4.073 0.030 0.004 -0.010 -0.52
C 4.113 2.013 -3.418 0.009 -0.008 -0.004 -0.69
C 4.151 1.537 -2.113 -0.047 0.026 -0.100 -0.30
Sb -1.969 0.452 2.378 -0.205 0.469 0.489 0.83
C -2.791 1.281 4.164 0.001 -0.179 -0.228 0.44
C -3.944 2.059 4.156 0.028 -0.042 -0.063 -0.32
C -4.463 2.528 5.354 -0.013 0.016 0.023 -0.61
C -3.842 2.209 6.554 0.007 0.011 0.006 -0.49
C -2.701 1.418 6.561 -0.013 0.014 0.029 -0.63
C -2.176 0.948 5.367 0.071 0.001 -0.084 -0.51
C -2.701 2.007 1.026 0.307 -0.269 0.279 -0.59
C -2.625 3.316 1.123 0.026 0.062 -0.321 -0.40
C -2.871 4.012 -0.226 -0.636 0.399 0.692 -0.11
C -4.266 3.633 -0.682 0.152 0.081 -0.136 -0.68
C -4.394 2.332 -0.806 -0.026 -0.079 -0.030 -0.69
C -3.124 1.572 -0.404 -0.495 -0.037 0.058 -0.03
H 0.697 0.400 2.748 0.013 0.013 0.063 0.40
H 0.074 1.816 3.574 -0.033 -0.039 0.034 0.70
H 0.126 3.157 1.601 -0.118 -0.044 -0.090 0.50
H 0.178 1.791 0.513 -0.037 0.164 -0.079 -0.63
H 2.473 2.388 2.449 0.028 0.002 -0.010 0.53
H 2.388 3.100 0.833 -0.025 0.031 0.052 0.57
H 4.863 2.996 0.711 0.029 0.013 -0.013 0.33
H 7.214 3.450 1.277 0.008 -0.012 0.014 0.41
H 8.703 1.604 1.971 -0.003 -0.003 -0.006 0.40
H 7.835 -0.706 2.101 0.005 0.013 -0.002 0.40
H 5.482 -1.175 1.539 0.032 -0.009 0.002 0.33
H 0.823 1.070 -1.640 -0.047 0.016 -0.038 0.05
H 0.771 1.927 -3.942 0.012 -0.005 0.000 0.42
H 2.875 2.533 -5.089 -0.009 0.000 0.005 0.40
H 5.036 2.267 -3.922 -0.011 -0.001 -0.010 0.41
H 5.107 1.423 -1.619 0.013 0.017 0.028 0.46
H -4.441 2.299 3.223 -0.043 0.017 0.041 0.43
H -5.357 3.137 5.354 0.001 -0.002 -0.006 0.41
H -4.250 2.575 7.486 -0.003 -0.005 -0.004 0.40
H -2.222 1.165 7.497 0.000 -0.004 -0.004 0.41
H -1.288 0.326 5.381 -0.002 0.013 0.061 0.36
H -2.402 3.911 1.998 -0.024 0.011 -0.008 0.61
H -2.628 5.067 -0.261 0.117 -0.037 -0.134 0.61
H -4.990 4.398 -0.921 -0.005 -0.001 0.076 0.50
H -5.236 1.778 -1.193 0.041 -0.006 -0.028 0.49
H -3.177 0.501 -0.566 0.086 0.015 0.005 0.75
O -1.952 3.340 -1.157 0.267 -0.497 -0.268 -0.01
N -2.080 2.103 -1.227 0.203 0.391 -0.183 0.00
C -1.020 -5.612 -2.125 -0.030 -0.048 -0.065 -1.18
N -0.225 -4.401 -1.965 0.075 0.045 0.063 0.10
C 0.340 -3.870 -3.192 -0.047 0.031 0.010 -1.25
C -0.319 -3.612 -0.859 0.010 -0.082 -0.139 0.51
N -0.205 -2.307 -0.887 -0.187 -0.370 -0.450 -0.73
N -0.535 -4.260 0.324 0.046 -0.017 0.069 0.13
C -0.870 -3.484 1.496 -0.019 0.024 -0.145 -0.97
C 0.135 -5.527 0.616 -0.013 -0.036 0.048 -1.14
H -1.687 -5.495 -2.982 -0.002 0.002 0.021 0.41
H -1.625 -5.792 -1.242 0.001 0.013 -0.030 0.37
H -0.386 -6.482 -2.307 -0.004 0.015 0.016 0.34
H 0.729 -4.700 -3.779 0.008 0.018 -0.019 0.35
H 1.165 -3.195 -2.969 0.019 -0.032 -0.013 0.45
H -0.403 -3.343 -3.803 0.001 -0.014 0.015 0.36
H -0.200 -1.999 -1.855 -0.042 -0.063 -0.007 0.06
H 0.013 -2.993 1.934 -0.010 -0.015 0.029 0.27
H -1.292 -4.152 2.245 0.009 0.029 0.038 0.39
H -1.616 -2.733 1.241 -0.013 -0.012 0.036 0.23
H 0.648 -5.902 -0.263 0.002 0.027 0.030 0.38
H -0.582 -6.276 0.954 0.008 0.007 -0.004 0.33
H 0.876 -5.378 1.405 0.000 0.011 -0.013 0.40
```
Forces are in eV/Å.

Values from the calculation:
F_max: 1.02 eV/A
DFT total energy: -59296.766 eV
total charge: +2
gap between HOMO and LUMO: 4.73 eV
HOMO energy: -13.18 eV
lowest unoccupied orbital energy: -8.5 eV